1.
Entry from the OMol25 dataset: a molecular structure, C21H23ClN6O9SeV (ωB97M-V with the def2-TZVPD basis set).

Each line ends with the Löwdin charge.
CARTESIAN COORDINATES (ANGSTROEM)
C: 2.737459 0.042616 -2.602037  0.011
H: 3.617683 0.683394 -2.599214  0.105
H: -1.128100 1.387529 -3.417281  0.151
H: -2.387055 5.012568 2.272538  0.099
O: -1.735192 1.391715 -1.482365  -0.113
C: 0.458498 0.715881 -2.171532  -0.346
H: 5.883346 0.327476 4.031969  0.110
H: 2.846037 -0.716810 -3.376962  0.106
O: 2.000995 1.242835 0.633519  0.099
H: 4.464695 1.465551 2.325221  0.122
H: -3.421243 -3.868966 -4.608800  0.111
C: 4.623095 -1.396735 4.180373  -0.050
H: 2.632866 -0.429023 -1.632116  0.087
H: -0.412812 2.674310 -2.434236  0.140
H: -0.812415 1.952973 3.164551  0.094
C: -1.813942 -4.336864 -1.680911  -0.363
C: -2.532450 -4.689938 -2.860126  0.020
O: -3.706710 -2.355433 1.444427  -0.239
H: -2.789497 -5.723275 -3.047914  0.128
C: -2.467138 4.352752 1.413782  -0.012
H: -3.156440 2.475779 -0.529538  0.155
C: -1.229936 2.948570 3.066748  0.011
C: 3.470444 -2.046638 3.749952  0.015
O: -3.715331 -0.188655 2.385558  -0.234
O: -2.762204 -0.532170 0.227948  -0.386
H: 0.757582 2.216629 -4.289215  0.086
O: 0.360972 -0.199140 -1.329974  -0.071
H: 3.189038 -3.019230 4.130161  0.126
C: -2.493144 -2.335506 -3.384230  -0.095
C: 2.000688 0.251319 1.326529  -0.398
N: -0.835087 -2.705517 -0.340147  -0.272
O: -1.644545 -1.333766 2.070088  -0.383
H: -1.735214 3.407175 -1.001186  0.134
H: 2.305357 2.714233 -3.570080  0.109
N: -1.691859 3.147569 1.694049  -0.104
C: 4.194983 0.496207 2.722393  0.008
O: -0.833771 1.188766 1.025499  -0.061
C: -1.481851 -2.960329 -1.471899  -0.407
C: 1.718584 1.866515 -3.926256  -0.007
H: 5.257840 -1.868045 4.918822  0.111
O: 0.863765 -2.868028 2.244254  -0.032
C: 2.699933 -1.394551 2.809184  -0.086
C: -2.067699 2.440361 -0.611693  -0.083
N: -1.411287 -5.171092 -0.739415  -0.197
H: -2.078336 4.886496 0.547767  0.095
Se: -0.638370 -4.255692 0.540550  1.332
N: 1.565261 0.872047 -2.871826  -0.104
C: -2.869375 -3.682409 -3.698575  -0.032
C: -1.478762 2.220550 0.773270  -0.353
H: -3.521757 4.121589 1.257499  0.106
H: 2.241975 1.406539 -4.763033  0.104
C: 3.049824 -0.153539 2.310047  -0.089
N: 1.045415 -0.776380 1.284002  0.022
C: 4.979425 -0.147796 3.674720  -0.052
C: -0.730410 1.628935 -2.426292  -0.086
H: -2.778468 -1.548742 -4.075848  0.116
V: -0.648242 -0.686384 0.289453  1.043
N: -1.822894 -1.960995 -2.333964  0.134
C: 1.444956 -1.808754 2.123266  -0.398
Cl: -3.033768 -1.123855 1.579426  0.751
H: -0.470764 3.690636 3.312935  0.104
H: -2.074653 3.054768 3.746158  0.105

Cartesian forces, eV/Å:
-0.009 0.032 0.005
0.007 -0.007 0.002
0.011 0.032 -0.012
0.003 0.001 -0.001
-0.073 -0.054 0.034
0.051 -0.041 0.122
0.003 -0.006 -0.001
0.002 -0.005 0.003
-0.089 0.044 0.036
-0.002 0.000 -0.001
-0.010 0.011 0.002
0.002 0.006 0.008
0.001 -0.010 0.004
0.030 0.001 0.028
0.004 0.003 0.004
0.156 -0.099 -0.042
0.024 0.001 -0.045
-0.031 -0.017 0.017
0.003 -0.003 0.016
0.007 -0.003 0.019
-0.001 -0.018 0.030
-0.021 -0.003 0.006
0.017 -0.001 -0.040
-0.002 0.024 0.009
-0.112 -0.091 0.140
0.001 0.008 0.001
-0.032 -0.016 -0.097
-0.002 0.001 0.002
0.024 -0.019 -0.066
0.200 -0.147 -0.197
-0.026 0.014 -0.026
-0.186 -0.006 -0.052
-0.015 -0.007 -0.013
-0.002 0.003 0.002
-0.002 -0.013 -0.014
-0.019 0.004 0.024
0.135 0.189 0.063
-0.095 0.009 -0.009
0.010 -0.016 0.010
-0.001 0.006 0.004
-0.008 -0.016 -0.015
0.023 -0.028 -0.029
0.026 0.050 -0.011
-0.222 0.061 0.113
-0.004 0.002 0.000
0.166 -0.021 -0.086
-0.013 0.025 -0.049
-0.002 0.014 0.022
-0.068 -0.024 -0.037
-0.001 -0.001 -0.002
0.003 0.004 0.001
-0.048 0.054 0.087
0.056 0.042 0.050
0.009 -0.006 -0.001
0.014 -0.036 -0.048
-0.016 0.002 0.009
-0.057 -0.054 0.082
0.001 0.002 0.032
-0.078 0.064 0.073
0.261 0.055 -0.164
-0.001 0.003 -0.002
0.001 -0.001 0.002

LUMO (alpha / beta)   -3.7 / -3.8 eV
Total energy   -5625.04534 hartree
⟨S²⟩   2.01
Charge   +1
Strongest force on any atom   0.32 eV/A
Relative energy (zero: lowest compared OMol25 entry of this formula, charge and spin)   0.201 eV
Multiplicity   3

***

2.
Entry from the OMol25 dataset: 4 unconnected molecules or ions with the total composition C8H15Cl6N in a non-equilibrium geometry (ωB97M-V with the def2-TZVPD basis set).

Each line ends with the Löwdin charge.
CARTESIAN COORDINATES (ANGSTROEM)
H: -0.858281 1.520051 0.972139  0.054
C: -0.520907 -2.435314 1.143959  -0.099
C: -0.129600 1.244874 0.209640  -0.605
Cl: -0.225600 -4.093744 -4.775663  0.715
Cl: -2.706906 5.314005 4.923109  0.523
Cl: 0.863126 2.696775 -0.294703  0.588
H: -1.730908 4.422351 2.433126  0.057
C: -0.907373 0.629440 -0.976914  -0.602
C: 1.266824 -3.767683 -3.857342  -0.592
H: -1.687892 -0.017173 -0.575942  0.069
H: -1.413923 -1.822579 1.020844  0.077
H: -0.235466 5.192230 4.903468  0.062
Cl: -0.471278 2.854406 3.541218  0.576
C: -0.800833 4.515077 2.993885  -0.632
H: 1.420530 -4.398079 -2.981516  0.089
C: -0.946668 -3.565363 1.919475  -0.280
H: 0.277247 -1.854646 1.606419  0.084
H: -1.316107 1.314700 -1.719513  0.085
H: 1.098248 -2.794550 -3.396157  0.038
H: -0.149521 -2.796278 0.184857  0.063
H: 0.022877 4.833336 2.354884  0.068
H: -0.909491 6.527732 4.016666  0.069
N: -1.337772 -4.452742 2.567120  0.147
H: 2.751785 -4.717890 -5.071871  0.091
H: 0.534276 0.557861 0.734412  0.060
Cl: 3.995212 -3.217396 -3.903180  0.731
Cl: 0.213729 -0.439621 -1.796403  0.677
C: -1.029344 5.461128 4.206642  -0.601
C: 2.541710 -3.692037 -4.769239  -0.596
H: 2.392306 -3.018869 -5.613418  0.085

Cartesian forces, eV/Å:
-0.141 0.613 -0.008
0.069 0.310 -0.531
0.198 0.917 -0.433
1.060 -0.127 0.504
1.235 -0.204 -0.388
-0.861 -1.099 0.450
0.209 0.250 -0.193
0.055 -0.162 0.722
-0.130 0.470 0.394
-0.081 0.206 -0.041
0.163 0.238 -0.269
-0.518 0.038 0.568
0.166 -0.213 0.075
-1.109 0.720 0.315
-0.261 -0.663 -0.486
-0.784 -2.354 2.112
-0.115 -0.140 0.234
0.160 0.209 0.410
0.063 0.577 -0.341
-0.150 0.186 -0.107
-0.063 0.054 0.194
-0.059 -0.230 -0.566
0.813 1.715 -1.378
-0.174 -0.063 -0.285
0.099 -0.086 -0.460
-0.411 0.107 0.134
0.640 -0.559 -0.608
0.138 -0.470 -0.104
-0.235 -0.053 -0.018
0.025 -0.186 0.105

LUMO (alpha / beta)   -2.6 / -11.0 eV
Total energy   -3129.30198 hartree
⟨S²⟩   0.75
Charge   +1
Strongest force on any atom   3.26 eV/A
Multiplicity   2

***

3.
Entry from the OMol25 dataset: a molecular structure, C2LiO4Tl in a non-equilibrium geometry (ωB97M-V with the def2-TZVPD basis set).

Each line ends with the Löwdin charge.
CARTESIAN COORDINATES (ANGSTROEM)
C: 1.489526 0.749529 0.157805  -0.246
Li: 0.434155 -1.324043 2.378230  0.863
O: -1.328649 -0.498413 -1.182482  -0.186
O: -0.529342 -1.093502 0.831042  -0.014
C: -0.618404 -0.435853 -0.190316  -0.648
O: 2.007909 0.830262 1.221675  0.117
O: 0.216308 0.829450 -0.132424  0.009
Tl: -1.671501 0.942571 -3.083532  1.105

Cartesian forces, eV/Å:
0.953 0.001 0.841
-0.072 0.234 -0.341
0.379 -0.163 0.266
0.430 -0.628 0.349
-0.174 1.100 0.322
-0.107 -0.353 -0.189
-1.413 -0.322 -1.120
0.004 0.132 -0.128

LUMO (alpha / beta)   -4.1 / -4.2 eV
Total energy   -556.98584 hartree
⟨S²⟩   0.75
Charge   +1
Strongest force on any atom   1.83 eV/A
Relative energy (zero: lowest compared OMol25 entry of this formula, charge and spin)   0.000 eV
Multiplicity   2

***

4.
Entry from the OMol25 dataset: a single C4H6O2 molecule (ωB97M-V with the def2-TZVPD basis set).

Each line ends with the Löwdin charge.
CARTESIAN COORDINATES (ANGSTROEM)
H: -1.534478 0.072173 -0.854513  0.128
O: -0.910472 1.678009 0.302867  -0.022
C: 0.488900 -0.993205 0.375852  -0.295
H: 2.385157 0.576794 0.485900  0.111
O: -0.740068 -0.578026 0.929379  -0.077
H: -2.446373 0.445133 0.639264  0.132
C: 0.991442 -0.551279 -0.952689  0.008
C: 1.607924 -0.061035 0.083269  0.013
H: 0.021801 1.615123 0.064005  0.059
H: 0.902100 -0.595463 -2.030519  0.107
H: 0.681600 -1.995344 0.755548  0.134
C: -1.447533 0.387115 0.201635  -0.298

Cartesian forces, eV/Å:
0.145 0.068 0.186
0.151 0.059 0.126
0.123 -0.294 0.070
-0.145 -0.143 -0.108
-0.072 0.187 -0.082
0.137 -0.094 -0.070
-0.008 0.042 -0.078
0.033 0.005 0.018
-0.137 0.174 -0.122
0.030 -0.005 0.217
0.029 0.122 -0.075
-0.286 -0.122 -0.083

LUMO   1.0 eV
Total energy   -306.37973 hartree
Strongest force on any atom   0.33 eV/A
Relative energy (zero: lowest compared OMol25 entry of this formula, charge and spin)   3.444 eV

***

5.
Entry from the OMol25 dataset: a molecular structure, C26H42NO2PtSbSi (ωB97M-V with the def2-TZVPD basis set).

Each line ends with the Löwdin charge.
CARTESIAN COORDINATES (ANGSTROEM)
O: 4.723121 -1.348511 -0.886616  0.069
C: -2.001332 1.123977 2.066970  -0.688
H: -0.576744 4.092230 1.710127  0.060
H: -0.103106 -1.919929 2.809645  0.065
H: 0.722626 1.001365 -3.953242  0.115
H: -3.857144 1.912497 1.326463  0.092
H: -3.621715 -0.157200 2.689309  0.093
H: 1.522730 -2.201311 3.451101  0.094
Pt: 0.631328 -0.601832 -0.961137  0.726
C: 0.203524 3.068539 -0.684150  -0.139
C: -4.357292 -1.339976 -0.985818  -0.094
H: 1.429006 -0.164309 5.026193  0.090
H: -4.856368 -0.468144 -0.576710  0.098
C: -2.818785 1.823090 0.982146  -0.120
H: -0.872218 3.232445 -0.632760  0.061
H: -0.581900 -1.724917 -4.308684  0.020
O: 2.558213 -1.215016 -0.337124  -0.232
H: -0.257227 -0.055428 4.530057  0.061
N: 2.042762 0.106220 -2.649986  -0.010
C: -5.095048 -2.465361 -1.325908  -0.096
H: -2.585760 -4.442890 -2.448172  0.098
H: -3.072577 2.152658 3.610265  0.092
Si: -0.428838 -2.461941 -1.937383  0.394
Sb: 0.018846 0.769873 1.265445  1.553
C: -2.304455 -2.441915 -1.691157  -0.295
H: 2.605152 1.739809 -0.062226  0.058
C: 1.186956 -0.148699 2.897410  -0.687
C: -2.584192 -0.262797 2.346968  -0.117
C: -3.071176 -3.562333 -2.034697  -0.100
C: -0.173930 -2.597822 -3.790189  -0.228
H: 4.892222 1.607455 -4.742679  0.111
H: 5.374123 0.133164 -2.750166  0.123
H: -0.211956 -4.909493 -1.697973  0.027
H: 2.499038 2.025137 -5.351496  0.107
H: -2.590101 -0.892805 1.454451  0.059
H: 0.843830 3.657301 2.677843  0.079
H: 0.796073 1.368717 4.422768  0.076
H: -2.828697 1.270064 0.042561  0.054
H: -0.695523 -3.488403 -4.159125  0.027
C: 0.188153 -4.045265 -1.155642  -0.218
C: 2.665974 0.165416 2.695333  -0.115
H: 3.246006 -0.439808 3.405142  0.095
C: 0.949471 -1.646664 2.697724  -0.136
C: 3.313215 -0.137546 -2.328081  -0.193
C: -2.024519 1.972897 3.336144  -0.105
C: 2.763881 1.416087 -4.498052  -0.050
H: 1.280390 -4.101593 -1.172785  0.026
H: 0.663002 3.980411 -1.086591  0.091
C: -2.978935 -1.337707 -1.168944  -0.146
H: 2.836780 2.563759 1.483294  0.060
H: 0.886829 -2.686710 -4.045741  0.023
H: -6.169026 -2.477038 -1.181784  0.099
H: 2.714995 3.504835 -0.004584  0.091
C: 0.491679 3.881512 1.667190  -0.114
H: -5.021011 -4.457961 -2.121257  0.099
C: 0.815446 2.762412 0.683188  -0.697
H: 1.287233 -1.974271 1.713562  0.047
C: 3.582587 -0.981337 -1.092843  -0.604
H: 0.385730 2.263424 -1.398507  0.032
C: 2.328128 2.623054 0.522974  -0.122
H: 0.991485 4.804042 1.342115  0.089
C: 0.750027 0.285850 4.290280  -0.119
C: -4.448897 -3.577513 -1.853518  -0.091
H: -2.399425 -0.462808 -0.903340  0.028
H: 3.010955 -0.091039 1.691396  0.061
C: 4.089511 1.176063 -4.158880  -0.042
C: 1.770844 0.854856 -3.719645  -0.128
H: -2.456757 2.832092 0.783489  0.061
H: 2.890660 1.213001 2.902255  0.065
H: -0.140166 -4.107791 -0.114415  0.027
H: -2.032311 -0.786867 3.130161  0.062
H: -1.551079 1.477972 4.179007  0.053
C: 4.369376 0.377272 -3.063832  0.014
H: -1.553701 2.943459 3.202865  0.058

Cartesian forces, eV/Å:
-0.001 -0.001 0.093
0.205 -0.097 -0.080
-0.021 -0.007 0.004
0.035 0.007 0.003
0.005 -0.002 0.057
0.039 -0.014 -0.031
0.043 -0.010 -0.019
-0.037 0.022 -0.014
-0.027 0.503 -0.256
0.050 0.072 0.014
0.024 -0.037 -0.033
-0.044 0.012 -0.036
0.024 -0.014 -0.006
-0.083 -0.019 0.073
-0.045 0.002 -0.003
0.028 -0.081 0.002
0.308 -0.155 -0.045
0.016 0.000 0.001
-0.138 -0.056 0.183
0.031 0.006 0.002
-0.041 0.044 0.033
0.049 -0.009 -0.007
-0.219 -0.058 0.125
0.142 0.013 -0.130
-0.135 -0.009 0.017
-0.026 0.047 0.017
-0.179 0.164 -0.173
-0.070 0.050 0.002
-0.044 0.051 0.047
0.123 0.070 -0.174
-0.006 -0.012 -0.011
0.002 0.019 -0.006
0.036 0.019 0.069
0.011 -0.007 0.015
-0.001 0.016 0.053
-0.019 0.009 -0.038
-0.002 -0.007 0.007
0.015 0.032 -0.003
0.046 0.068 -0.030
0.128 -0.115 0.109
0.078 -0.079 0.065
-0.042 0.034 -0.056
0.083 -0.056 0.089
-0.001 0.059 -0.078
-0.164 -0.054 -0.010
0.080 -0.017 -0.018
-0.079 -0.005 0.000
-0.036 -0.019 0.036
-0.083 -0.135 -0.118
-0.002 0.044 -0.079
-0.086 -0.003 -0.001
0.033 -0.004 -0.008
-0.034 -0.044 0.025
0.136 0.034 -0.029
0.013 0.015 0.001
-0.082 -0.166 0.201
0.022 -0.005 0.015
-0.154 -0.008 0.088
0.039 -0.021 -0.012
0.029 0.059 -0.068
-0.034 -0.043 0.022
0.110 -0.076 0.054
0.059 0.018 -0.002
0.031 0.038 0.005
-0.033 0.023 0.079
0.004 -0.007 0.015
-0.119 -0.072 0.024
0.007 0.026 0.016
-0.011 -0.093 0.057
0.046 -0.026 -0.061
-0.019 0.030 0.006
-0.011 0.006 -0.002
-0.025 -0.021 -0.070
0.021 0.055 -0.017

LUMO (alpha / beta)   0.2 / -0.8 eV
Total energy   -1870.18818 hartree
⟨S²⟩   2.01
Strongest force on any atom   0.57 eV/A
Relative energy (zero: lowest compared OMol25 entry of this formula, charge and spin)   0.404 eV
Multiplicity   3

***

What did the fourth record say?
Entry from the OMol25 dataset: a single C4H6O2 molecule (ωB97M-V with the def2-TZVPD basis set).

Each line ends with the Löwdin charge.
CARTESIAN COORDINATES (ANGSTROEM)
H: -1.534478 0.072173 -0.854513  0.128
O: -0.910472 1.678009 0.302867  -0.022
C: 0.488900 -0.993205 0.375852  -0.295
H: 2.385157 0.576794 0.485900  0.111
O: -0.740068 -0.578026 0.929379  -0.077
H: -2.446373 0.445133 0.639264  0.132
C: 0.991442 -0.551279 -0.952689  0.008
C: 1.607924 -0.061035 0.083269  0.013
H: 0.021801 1.615123 0.064005  0.059
H: 0.902100 -0.595463 -2.030519  0.107
H: 0.681600 -1.995344 0.755548  0.134
C: -1.447533 0.387115 0.201635  -0.298

Cartesian forces, eV/Å:
0.145 0.068 0.186
0.151 0.059 0.126
0.123 -0.294 0.070
-0.145 -0.143 -0.108
-0.072 0.187 -0.082
0.137 -0.094 -0.070
-0.008 0.042 -0.078
0.033 0.005 0.018
-0.137 0.174 -0.122
0.030 -0.005 0.217
0.029 0.122 -0.075
-0.286 -0.122 -0.083

LUMO   1.0 eV
Total energy   -306.37973 hartree
Strongest force on any atom   0.33 eV/A
Relative energy (zero: lowest compared OMol25 entry of this formula, charge and spin)   3.444 eV

***

> Which value of strongest force on any atom does entry 1 give?

0.32 eV/A